[1]
This record from the Open Molecules 2025 dataset describes a 6-piece molecular cluster, C24H30F18O12 overall. The level of theory is ωB97M-V/def2-TZVPD.

Each line ends with the Löwdin charge.
Element x y z (Å)
C: -2.63 -2.14 1.87  -0.036
C: -1.68 -1.70 0.76  -0.198
O: -0.53 -2.55 0.70  0.049
C: 0.44 -2.25 1.54  -0.417
O: 0.45 -1.41 2.38  0.183
C: 1.69 -3.11 1.25  -0.538
F: 1.39 -4.31 0.74  0.174
F: 2.44 -2.46 0.34  0.140
F: 2.42 -3.27 2.35  0.183
H: -2.26 -1.76 2.83  0.078
H: -2.66 -3.22 1.94  0.081
H: -3.63 -1.73 1.73  0.076
H: -1.44 -0.64 0.84  0.093
H: -2.22 -1.83 -0.18  0.077
C: -5.93 1.20 2.42  -0.063
C: -7.41 0.96 2.25  -0.197
O: -8.03 1.28 3.51  0.031
C: -9.35 1.34 3.52  -0.405
O: -10.07 1.09 2.59  0.173
C: -9.89 1.76 4.90  -0.531
F: -10.68 0.79 5.38  0.159
F: -8.93 2.00 5.79  0.169
F: -10.64 2.86 4.75  0.163
H: -5.38 1.05 1.50  0.071
H: -5.56 0.51 3.18  0.085
H: -5.72 2.21 2.78  0.085
H: -7.66 -0.05 1.92  0.133
H: -7.83 1.65 1.52  0.130
C: 7.22 -3.08 -0.05  -0.062
C: 7.11 -2.51 1.34  -0.187
O: 5.92 -1.71 1.49  0.036
C: 6.01 -0.44 1.16  -0.402
O: 6.99 0.23 1.02  0.177
C: 4.60 0.17 0.95  -0.542
F: 4.64 1.49 0.92  0.184
F: 4.12 -0.25 -0.25  0.135
F: 3.73 -0.27 1.85  0.174
H: 7.65 -2.44 -0.82  0.083
H: 6.24 -3.35 -0.46  0.085
H: 7.81 -3.99 -0.01  0.082
H: 7.99 -1.93 1.61  0.124
H: 6.98 -3.31 2.06  0.127
C: 1.12 -2.44 -4.03  -0.049
C: 0.28 -2.17 -2.79  -0.181
O: -0.66 -3.26 -2.69  0.044
C: -1.85 -2.97 -2.18  -0.388
O: -2.26 -1.89 -1.88  0.139
C: -2.68 -4.26 -1.96  -0.538
F: -2.69 -4.55 -0.66  0.172
F: -3.93 -4.08 -2.37  0.182
F: -2.17 -5.30 -2.62  0.172
H: 1.84 -1.64 -4.18  0.077
H: 0.48 -2.58 -4.90  0.084
H: 1.63 -3.41 -3.93  0.083
H: -0.30 -1.28 -3.06  0.116
H: 0.88 -2.05 -1.90  0.118
C: 3.74 4.43 -0.91  -0.046
C: 2.92 4.85 -2.13  -0.189
O: 2.70 3.76 -3.03  0.023
C: 3.58 3.49 -3.97  -0.406
O: 4.66 3.97 -4.12  0.178
C: 3.04 2.45 -4.98  -0.544
F: 2.71 3.10 -6.11  0.159
F: 3.99 1.56 -5.28  0.178
F: 1.96 1.79 -4.55  0.157
H: 3.22 3.67 -0.33  0.063
H: 3.78 5.32 -0.28  0.087
H: 4.76 4.21 -1.19  0.084
H: 3.43 5.66 -2.66  0.127
H: 1.97 5.27 -1.80  0.126
C: 1.18 1.36 -1.24  -0.035
C: 1.10 0.92 0.20  -0.173
O: -0.26 1.07 0.64  0.010
C: -0.66 2.25 1.07  -0.394
O: 0.00 3.24 1.15  0.175
C: -2.14 2.21 1.49  -0.535
F: -2.80 3.20 0.90  0.184
F: -2.73 1.05 1.18  0.147
F: -2.23 2.34 2.82  0.178
H: 0.50 0.74 -1.82  0.077
H: 2.15 1.25 -1.72  0.076
H: 0.92 2.42 -1.28  0.081
H: 1.76 1.55 0.80  0.121
H: 1.31 -0.13 0.38  0.096

Calculated values
- Highest occupied orbital energy: -11.208 eV
- Energy above the lowest of the compared OMol25 structures with the same formula, charge and spin: 71.5 kJ/mol
- Structure (SMILES): CCOC(=O)C(F)(F)F.CCOC(=O)C(F)(F)F.CCOC(=O)C(F)(F)F.CCOC(=O)C(F)(F)F.CCOC(=O)C(F)(F)F.CCOC(=O)C(F)(F)F
- Lowest unoccupied orbital energy: 0.38 eV
- Multiplicity: 1

***

[2]
This record from the Open Molecules 2025 dataset describes a 8-piece molecular cluster, C24H30F2O24 overall. The level of theory is ωB97M-V/def2-TZVPD.

Each line ends with the Löwdin charge.
Element x y z (Å)
O: -3.62 -2.61 0.15  0.125
C: -3.36 -2.47 1.35  -0.564
O: -3.79 -1.45 2.12  0.055
C: -3.82 -1.84 3.52  -0.003
C: -2.67 -2.82 3.47  -0.381
F: -2.79 -3.76 4.31  0.150
O: -2.71 -3.30 2.12  0.164
H: -3.48 -1.02 4.14  0.136
H: -4.77 -2.28 3.83  0.147
H: -1.70 -2.45 3.79  0.169
O: 1.85 -0.26 -4.76  0.151
C: 2.16 0.81 -4.27  -0.591
O: 3.14 1.58 -4.73  0.095
C: 3.38 2.65 -3.73  0.000
C: 2.08 2.58 -2.91  -0.325
F: 1.26 3.51 -3.40  0.107
O: 1.51 1.33 -3.25  0.134
H: 4.24 2.48 -3.08  0.134
H: 3.51 3.61 -4.22  0.140
H: 2.27 2.58 -1.84  0.155
O: -1.62 -2.50 -4.92  0.123
C: -0.59 -2.85 -4.36  -0.531
O: -0.33 -2.88 -3.03  0.052
C: 0.83 -3.67 -2.79  -0.125
C: 1.62 -3.56 -4.08  -0.084
O: 0.50 -3.29 -4.98  0.071
H: 1.47 -3.23 -2.02  0.111
H: 0.57 -4.69 -2.49  0.134
H: 2.15 -4.48 -4.31  0.130
H: 2.39 -2.80 -3.96  0.116
O: -0.47 0.40 7.58  0.128
C: -0.70 1.18 6.68  -0.674
O: 0.21 1.87 6.04  0.090
C: -0.39 2.79 5.15  -0.086
C: -1.77 2.21 5.06  -0.115
O: -1.81 1.32 6.12  0.119
H: -0.33 3.68 5.78  0.143
H: 0.17 2.89 4.22  0.105
H: -1.85 1.55 4.20  0.122
H: -2.59 2.93 5.04  0.141
O: -0.31 -0.26 2.87  0.145
C: -0.45 -0.20 1.68  -0.635
O: -0.39 -1.17 0.84  0.119
C: -0.17 -0.78 -0.46  -0.093
C: -0.04 0.72 -0.29  -0.127
O: -0.50 0.91 1.00  0.083
H: 0.74 -1.13 -0.95  0.108
H: -1.03 -1.03 -1.09  0.132
H: -0.64 1.25 -1.03  0.121
H: 0.95 1.15 -0.43  0.111
O: -2.86 0.88 -1.93  0.112
C: -3.55 0.25 -2.75  -0.448
O: -4.71 0.60 -3.36  0.060
C: -5.46 -0.51 -3.81  -0.131
C: -4.60 -1.68 -3.39  -0.138
O: -3.36 -1.07 -3.09  0.032
H: -6.42 -0.73 -3.35  0.132
H: -5.55 -0.45 -4.90  0.132
H: -4.64 -2.43 -4.18  0.136
H: -4.99 -2.13 -2.48  0.126
O: 3.08 -0.77 -1.55  0.137
C: 3.65 -1.38 -0.67  -0.495
O: 4.97 -1.61 -0.69  0.075
C: 5.25 -2.53 0.31  -0.134
C: 4.08 -2.35 1.31  -0.108
O: 3.03 -2.00 0.42  0.045
H: 5.28 -3.49 -0.20  0.133
H: 6.25 -2.41 0.74  0.135
H: 4.29 -1.70 2.16  0.136
H: 3.83 -3.35 1.69  0.133
O: 3.50 5.91 2.66  0.131
C: 2.60 5.23 2.18  -0.570
O: 2.02 4.17 2.72  0.090
C: 0.94 3.73 1.96  -0.124
C: 0.87 4.74 0.77  -0.065
O: 2.02 5.52 1.03  0.045
H: 1.05 2.72 1.56  0.114
H: -0.03 3.74 2.46  0.117
H: 0.15 5.54 0.97  0.140
H: 1.00 4.34 -0.23  0.124

Calculated values
- Highest occupied orbital energy: -10.508 eV
- Structure (SMILES): O=C1OC[C@@H](F)O1.O=C1OC[C@@H](F)O1.O=C1OCCO1.O=C1OCCO1.O=C1OCCO1.O=C1OCCO1.O=C1OCCO1.O=C1OCCO1
- Lowest unoccupied orbital energy: -0.12 eV
- Multiplicity: 1

***

[3]
This record from the Open Molecules 2025 dataset describes C24H30MgN7O3P as an isolated structure. The level of theory is ωB97M-V/def2-TZVPD.

Each line ends with the natural charge from an NBO analysis.
Element x y z (Å)
Mg: -1.40 0.06 -0.46  1.769
O: -2.92 3.78 0.93  -0.678
C: -2.46 2.64 0.68  0.601
N: -1.99 2.09 -0.47  -0.844
C: -2.09 2.63 -1.77  0.208
C: -2.27 3.97 -2.07  -0.263
C: -2.24 4.36 -3.40  -0.228
C: -2.07 3.44 -4.43  -0.232
C: -1.94 2.09 -4.15  -0.236
C: -1.93 1.67 -2.82  0.097
N: -1.77 0.34 -2.43  -0.817
C: -1.94 -0.76 -3.16  0.603
O: -2.13 -0.93 -4.40  -0.685
C: -1.91 -2.03 -2.32  0.149
C: -1.85 -3.20 -3.02  -0.208
C: -1.89 -4.42 -2.30  -0.145
C: -1.96 -4.35 -0.91  -0.272
C: -2.01 -3.11 -0.27  0.039
N: -1.94 -1.96 -0.98  -0.574
C: -2.25 1.69 1.89  0.165
C: -2.33 2.27 3.16  -0.229
C: -2.06 1.50 4.28  -0.154
C: -1.55 0.22 4.09  -0.275
C: -1.53 -0.29 2.79  0.040
N: -1.86 0.42 1.69  -0.567
H: -2.34 4.71 -1.26  0.239
H: -2.31 5.40 -3.68  0.202
H: -2.09 3.75 -5.46  0.204
H: -1.84 1.31 -4.90  0.243
H: -1.85 -3.17 -4.07  0.261
H: -1.90 -5.39 -2.80  0.224
H: -1.98 -5.24 -0.31  0.221
H: -2.12 -3.01 0.81  0.200
H: -2.66 3.31 3.24  0.267
H: -2.15 1.83 5.32  0.224
H: -1.32 -0.47 4.91  0.226
H: -1.24 -1.32 2.59  0.192
C: 1.39 -2.98 0.66  -0.409
N: 1.89 -1.86 1.42  -0.822
C: 2.63 -2.21 2.63  -0.398
P: 1.88 -0.40 0.68  2.478
O: 0.61 -0.24 -0.08  -1.217
N: 3.25 -0.35 -0.31  -0.813
C: 3.60 -1.50 -1.13  -0.417
C: 3.55 0.96 -0.95  -0.416
N: 2.19 0.79 1.77  -0.818
C: 3.46 0.99 2.38  -0.414
C: 1.16 1.83 1.94  -0.412
H: 0.59 -3.41 1.23  0.189
H: 2.15 -3.78 0.46  0.189
H: 1.01 -2.65 -0.31  0.232
H: 2.05 -2.93 3.18  0.199
H: 2.83 -1.35 3.29  0.220
H: 3.59 -2.69 2.37  0.186
H: 3.80 -2.39 -0.51  0.200
H: 4.54 -1.34 -1.70  0.214
H: 2.82 -1.81 -1.87  0.191
H: 3.38 1.77 -0.24  0.209
H: 2.91 1.16 -1.82  0.204
H: 4.61 1.01 -1.24  0.203
H: 4.24 0.33 2.01  0.228
H: 3.41 0.92 3.48  0.190
H: 3.83 2.00 2.25  0.197
H: 0.38 1.70 1.18  0.245
H: 1.62 2.79 1.76  0.197
H: 0.71 1.83 2.94  0.195

Calculated values
- Highest occupied orbital energy: -6.585 eV
- Lowest unoccupied orbital energy: 0.14 eV
- Multiplicity: 1

***

[4]
This record from the Open Molecules 2025 dataset describes one molecule with the formula C24H30N2O5. The level of theory is ωB97M-V/def2-TZVPD.

Each line ends with the natural charge from an NBO analysis.
Element x y z (Å)
C: -2.91 -2.77 -1.96  -0.609
C: -1.46 -2.50 -1.57  -0.416
C: -1.28 -2.09 -0.09  0.063
C: -1.64 -3.29 0.78  -0.622
C: -2.24 -0.93 0.29  0.688
O: -3.06 -1.04 1.17  -0.651
N: -2.10 0.17 -0.47  -0.661
C: -2.88 1.37 -0.29  -0.053
C: -3.09 2.06 -1.63  -0.402
C: -1.79 2.64 -2.19  -0.407
C: -1.16 3.59 -1.18  -0.397
C: -0.90 2.87 0.14  -0.408
C: -2.20 2.32 0.71  -0.402
N: 0.14 -1.69 0.14  -0.439
C: 0.68 -1.82 1.50  -0.272
C: 0.32 -0.64 2.34  0.244
C: -0.72 -0.39 3.20  -0.285
C: -0.52 0.93 3.68  -0.316
C: 0.61 1.38 3.08  0.091
O: 1.12 0.45 2.26  -0.413
C: 0.83 -0.89 -0.71  0.705
O: 0.33 -0.29 -1.67  -0.648
C: 2.31 -0.79 -0.51  -0.137
C: 3.10 -1.92 -0.61  -0.198
C: 4.49 -1.83 -0.54  -0.262
C: 5.04 -0.58 -0.38  0.236
C: 4.24 0.56 -0.29  0.292
C: 2.87 0.49 -0.37  -0.234
O: 5.03 1.66 -0.14  -0.485
C: 6.36 1.18 -0.13  0.236
O: 6.35 -0.22 -0.27  -0.475
H: -2.97 -2.88 -3.04  0.217
H: -3.29 -3.68 -1.51  0.200
H: -3.55 -1.94 -1.66  0.213
H: -1.08 -1.72 -2.22  0.244
H: -0.86 -3.40 -1.74  0.204
H: -2.61 -3.65 0.47  0.236
H: -1.73 -3.01 1.83  0.227
H: -0.91 -4.09 0.67  0.208
H: -1.34 0.20 -1.14  0.439
H: -3.84 1.05 0.13  0.224
H: -3.82 2.86 -1.50  0.204
H: -3.51 1.34 -2.35  0.211
H: -1.09 1.84 -2.42  0.206
H: -2.00 3.17 -3.12  0.209
H: -0.22 3.98 -1.58  0.206
H: -1.82 4.44 -1.00  0.191
H: -0.20 2.05 -0.03  0.197
H: -0.44 3.55 0.86  0.207
H: -2.89 3.15 0.91  0.198
H: -2.02 1.79 1.64  0.224
H: 1.76 -1.87 1.43  0.248
H: 0.31 -2.73 1.96  0.236
H: -1.52 -1.05 3.44  0.243
H: -1.14 1.46 4.37  0.232
H: 1.13 2.32 3.14  0.205
H: 2.64 -2.88 -0.75  0.221
H: 5.12 -2.71 -0.62  0.231
H: 2.25 1.37 -0.32  0.238
H: 6.85 1.45 0.82  0.159
H: 6.92 1.63 -0.97  0.159

Calculated values
- Highest occupied orbital energy: -8.359 eV
- Energy above the lowest of the compared OMol25 structures with the same formula, charge and spin: 199.7 kJ/mol
- Structure (SMILES): CC[C@](C)(C(=O)NC1CCCCC1)N(Cc1ccco1)C(=O)c1ccc2c(c1)OCO2
- Lowest unoccupied orbital energy: 0.69 eV
- Multiplicity: 1

***

[5]
This record from the Open Molecules 2025 dataset describes C24H30N2O7S as an isolated structure. The level of theory is ωB97M-V/def2-TZVPD.

Each line ends with the natural charge from an NBO analysis.
Element x y z (Å)
C: -9.01 -1.16 0.97  -0.227
H: -9.31 -0.30 0.36  0.192
H: -9.51 -1.95 0.65  0.182
H: -9.00 -0.98 1.93  0.191
O: -7.73 -1.63 0.27  -0.521
C: -6.90 -0.57 0.67  0.800
O: -7.20 0.44 1.30  -0.580
C: -5.52 -0.85 -0.01  -0.217
C: -5.35 -2.00 -0.73  -0.172
C: -3.99 -2.37 -1.10  -0.214
C: -3.01 -1.30 -0.81  0.024
C: -3.26 -0.23 -0.18  0.073
C: -4.41 -0.20 0.27  -0.112
H: -4.58 0.96 1.00  0.202
N: -2.08 0.51 0.03  -0.653
C: -2.01 1.38 1.29  0.749
O: -2.70 1.46 2.11  -0.487
C: -0.66 2.17 1.17  -0.160
N: 0.67 1.49 1.03  -0.519
C: 1.03 0.73 0.16  0.698
O: 0.41 0.56 -1.11  -0.766
C: 2.26 0.14 0.41  -0.214
C: 2.66 -0.96 -0.47  -0.178
C: 3.81 -1.70 -0.23  0.175
C: 4.83 -1.11 0.28  0.247
C: 4.62 -0.11 1.28  0.294
C: 3.33 0.33 1.16  -0.191
H: 3.17 1.57 1.71  0.141
O: 5.45 0.20 2.24  -0.455
C: 5.37 1.33 3.02  -0.233
H: 6.26 1.58 3.48  0.211
H: 4.46 1.21 3.51  0.186
H: 5.21 2.32 2.38  0.157
O: 6.03 -1.93 0.76  -0.507
C: 6.54 -2.96 0.06  -0.158
H: 6.01 -3.60 0.23  0.145
H: 7.59 -3.05 0.29  0.155
H: 6.64 -2.66 -0.74  0.157
O: 4.16 -2.82 -1.13  -0.524
C: 3.12 -3.18 -2.00  -0.248
H: 3.78 -4.25 -2.40  0.194
H: 2.16 -3.54 -1.38  0.190
H: 2.93 -2.59 -2.82  0.182
H: 1.87 -1.53 -1.20  0.258
H: 0.96 1.38 1.89  0.399
C: -0.50 3.10 -0.13  -0.355
C: 0.64 3.98 -0.10  -0.478
H: 0.58 4.75 0.62  0.218
H: 1.50 3.64 -0.04  0.189
S: 0.63 4.96 -1.71  0.119
C: 1.62 3.59 -2.69  -0.733
H: 2.63 3.46 -2.30  0.201
H: 1.83 3.89 -3.79  0.237
H: 1.10 2.54 -2.43  0.250
H: -0.56 2.51 -0.92  0.233
H: -1.53 3.85 0.13  0.193
H: -0.61 2.76 1.94  0.192
H: -1.36 0.43 -0.42  0.388
C: -1.55 -1.77 -1.29  -0.571
H: -0.75 -1.99 -0.18  0.190
H: -1.55 -2.88 -1.94  0.212
H: -1.12 -1.11 -1.89  0.192
H: -3.82 -3.22 -1.73  0.219
H: -6.28 -2.71 -0.74  0.244

Calculated values
- Highest occupied orbital energy: -8.600 eV
- Energy above the lowest of the compared OMol25 structures with the same formula, charge and spin: 2385.2 kJ/mol
- Lowest unoccupied orbital energy: -0.44 eV
- Multiplicity: 1

***

[6]
This record from the Open Molecules 2025 dataset describes C24H30N2OsP2S as an isolated structure. The level of theory is ωB97M-V/def2-TZVPD.

Each line ends with the natural charge from an NBO analysis.
Element x y z (Å)
C: -1.31 2.75 -3.08  -0.165
C: -1.05 1.59 -2.37  0.065
C: 0.34 1.15 -2.41  0.133
C: 1.44 2.11 -2.56  -0.102
C: 1.09 3.44 -2.87  -0.126
C: -0.23 3.64 -3.30  -0.139
C: 2.80 1.72 -2.58  0.020
C: 3.06 0.35 -2.45  -0.140
C: 1.96 -0.58 -2.32  0.227
C: 2.18 -2.00 -2.10  0.012
C: 3.37 -2.50 -2.63  -0.127
C: 4.45 -1.57 -2.80  -0.175
C: 4.37 -0.20 -2.50  -0.122
H: -2.36 2.96 -3.35  0.257
H: 1.91 4.18 -3.06  0.255
H: -0.44 4.52 -3.89  0.251
H: 3.59 2.40 -2.14  0.269
H: 3.48 -3.60 -2.77  0.257
H: 5.38 -1.98 -3.22  0.255
H: 5.25 0.47 -2.59  0.251
N: 0.74 -0.11 -2.69  -0.294
Os: -0.15 -0.53 1.45  -0.181
C: -2.12 0.67 -1.82  -0.723
H: -2.21 -0.32 -2.29  0.282
H: -3.07 1.20 -2.01  0.258
C: 1.05 -2.87 -1.62  -0.731
H: 0.14 -2.89 -2.23  0.279
H: 1.48 -3.88 -1.62  0.259
P: -1.60 0.58 -0.02  0.960
P: 0.66 -2.29 0.12  1.034
C: 1.91 -3.16 1.12  -0.958
H: 1.62 -3.04 2.17  0.261
H: 2.00 -4.22 0.85  0.248
H: 2.85 -2.63 0.95  0.247
C: -0.87 -3.26 0.44  -0.949
H: -0.67 -4.33 0.51  0.252
H: -1.26 -2.88 1.39  0.233
H: -1.60 -3.07 -0.36  0.236
C: -1.89 2.28 0.68  -0.934
H: -2.88 2.71 0.39  0.250
H: -1.80 2.14 1.78  0.253
H: -1.06 2.91 0.30  0.248
C: -2.99 -0.41 0.66  -0.939
H: -2.82 -0.40 1.74  0.222
H: -3.97 0.01 0.41  0.248
H: -2.88 -1.43 0.25  0.247
H: 1.09 -0.03 0.81  0.050
H: 1.03 0.82 1.47  0.000
S: 0.92 -0.57 3.37  0.149
C: -0.51 0.26 3.88  -0.039
N: -1.70 -0.44 3.95  -0.512
C: -2.83 0.04 4.56  0.065
C: -2.83 1.33 5.02  -0.269
C: -1.72 2.15 4.76  -0.123
C: -0.61 1.64 4.11  -0.241
H: -1.79 -1.34 3.47  0.437
H: -3.64 -0.68 4.73  0.249
H: -3.69 1.70 5.56  0.258
H: -1.76 3.20 5.09  0.254
H: 0.13 2.31 3.68  0.255

Calculated values
- Highest occupied orbital energy (spin up / spin down): -11.282 / -13.909 eV
- Energy above the lowest of the compared OMol25 structures with the same formula, charge and spin: 240.3 kJ/mol
- Lowest unoccupied orbital energy (spin up / spin down): -7.43 / -9.02 eV
- Multiplicity: 5
- Total charge: +2

***

Results for F_max: 2.222 5.742 2.716 1.286 19.816 4.443 (in eV Å⁻¹, following the order of the records).
Results for molar mass: 852.456 740.476 519.829 426.513 490.578 630.763 (in g mol⁻¹, following the order of the records).